Model A:
{
  "formula": "C3H6N2O",
  "method": "ωB97M-V/def2-TZVPD",
  "homo_energy_ev": [-8.68, -10.37],
  "homo_lumo_gap_ev": [9.5, 8.8],
  "spin_multiplicity": 3,
  "s_squared": 2.010,
  "elements": ["H", "H", "N", "C", "H", "H", "O", "C", "C", "N", "H", "H"],
  "xyz": [[2.751, -1.049, 0.041], [-1.932, 1.736, 0.414], [-0.177, -0.834, -0.704], [-0.939, -1.597, -0.056], [-1.953, 0.883, -1.121], [-2.876, 0.088, 0.219], [-1.401, -2.609, 0.343], [2.804, -0.030, -0.334], [-2.016, 0.704, -0.031], [-1.015, -0.252, 0.270], [2.803, 0.607, 0.481], [2.559, 0.073, -1.355]],
  "mulliken_spin": [0.03, 0.01, 0.47, -0.02, 0.00, 0.01, 0.03, 0.90, 0.04, 0.46, 0.04, 0.03]
}

***

Model B:
{
  "formula": "C3H6N2O",
  "method": "ωB97M-V/def2-TZVPD",
  "homo_energy_ev": [-6.04, -10.41],
  "homo_lumo_gap_ev": [6.4, 7.6],
  "spin_multiplicity": 3,
  "s_squared": 2.014,
  "elements": ["C", "N", "C", "O", "H", "H", "C", "N", "H", "H", "H", "H"],
  "xyz": [[1.853, 0.226, -0.065], [2.916, 0.621, 0.108], [-0.176, 1.454, 0.249], [-0.228, -1.247, 0.706], [-1.154, 1.316, -0.272], [0.407, 2.399, 0.117], [0.466, 0.099, -0.255], [-1.121, -1.776, -0.203], [-2.082, -1.625, -0.139], [-0.303, 1.231, 1.373], [-0.737, -2.672, -0.326], [0.159, -0.026, -1.292]],
  "mulliken_spin": [-0.05, 0.24, -0.06, 0.51, 0.00, 0.02, 0.79, 0.53, 0.01, 0.02, 0.00, -0.03]
}

***

It is model A that is the most stable of them.

***

Model A:
{
  "formula": "CH3N2O2S",
  "method": "ωB97M-V/def2-TZVPD",
  "homo_energy_ev": [-4.20, -4.20],
  "homo_lumo_gap_ev": [7.3, 7.3],
  "total_charge": -1,
  "elements": ["H", "H", "N", "N", "O", "S", "C", "O", "H"],
  "xyz": [[-0.266, -0.105, 1.451], [1.797, 0.143, -1.339], [1.895, 1.577, 0.421], [-0.425, 1.288, -0.194], [3.601, -0.072, -0.104], [2.141, 0.116, -0.065], [-0.873, 0.484, 0.615], [1.352, -1.044, 0.413], [-1.894, 0.131, 0.626]],
  "nbo_charge": [0.21, -0.11, -0.78, -0.34, -0.99, 2.05, -0.17, -1.01, 0.15]
}

***

Model B:
{
  "formula": "CH3N2O2S",
  "method": "ωB97M-V/def2-TZVPD",
  "homo_energy_ev": [-3.26, -3.08],
  "homo_lumo_gap_ev": [7.4, 7.0],
  "total_charge": -1,
  "elements": ["H", "H", "N", "O", "N", "O", "H", "C", "S"],
  "xyz": [[0.604, -1.467, 1.333], [-1.133, -1.626, 1.574], [0.663, 0.154, -0.415], [-0.845, 1.515, -2.107], [-0.610, -0.257, 0.159], [1.566, 1.385, -2.456], [-0.380, -0.143, 2.085], [-0.328, -0.999, 1.333], [0.462, 1.439, -1.507]],
  "nbo_charge": [0.19, 0.18, -0.56, -1.00, -0.25, -1.02, 0.18, -0.46, 1.73]
}

***

It is model B that is the most stable of them.

***

Model A:
{
  "formula": "H41O20",
  "method": "ωB97M-V/def2-TZVPD",
  "homo_energy_ev": -12.49,
  "homo_lumo_gap_ev": 10.0,
  "total_charge": 1,
  "elements": ["O", "H", "O", "O", "H", "H", "H", "O", "O", "O", "O", "H", "H", "H", "H", "H", "H", "H", "H", "H", "H", "O", "O", "O", "O", "O", "H", "H", "H", "H", "H", "O", "H", "H", "H", "H", "O", "H", "H", "H", "H", "H", "H", "H", "H", "H", "H", "H", "O", "H", "O", "O", "H", "H", "H", "H", "H", "O", "O", "H", "O"],
  "xyz": [[-0.950, 3.917, -1.763], [1.614, -1.839, 2.182], [3.180, -0.042, -4.111], [0.434, 1.152, -2.134], [0.801, 1.814, -2.703], [-2.473, -4.305, 1.577], [0.776, -2.911, 1.681], [1.778, -2.592, -3.279], [-2.326, -0.595, 0.030], [1.701, -1.312, -0.620], [2.297, 3.167, -3.229], [0.000, 4.640, 1.879], [-1.244, 4.825, -1.883], [-0.503, -4.243, 1.932], [-3.435, -1.263, 2.138], [-1.996, -2.400, -0.447], [2.379, -2.126, -3.876], [-2.917, 0.047, -0.403], [-2.518, -3.247, 2.673], [-0.375, 2.533, -0.681], [3.762, -0.413, 3.554], [-3.816, -2.188, 2.234], [2.937, 2.914, 2.280], [-2.061, -4.085, 2.412], [4.547, -1.329, -1.235], [-0.637, 1.930, 0.058], [3.376, 3.745, 2.475], [-3.801, 1.318, 3.063], [3.585, 0.815, -4.154], [2.185, -3.480, -3.351], [2.368, 3.949, -3.880], [-1.233, -2.992, -0.599], [2.590, 2.520, -3.878], [-0.825, 5.141, 0.739], [-1.990, 1.991, 2.420], [-0.360, 2.449, 0.827], [-4.250, 0.455, 3.126], [-2.226, 3.080, 3.467], [2.663, -1.234, -0.445], [-4.489, -1.186, -2.102], [-5.183, 0.411, 3.297], [1.143, 0.613, -1.767], [-0.032, 4.042, -2.052], [2.554, 0.290, 3.147], [-4.703, -1.352, -3.535], [-4.590, -2.127, 2.804], [5.366, -0.897, -0.999], [0.506, -4.287, 0.904], [0.689, -1.682, 1.874], [2.555, 2.914, 1.404], [-2.582, 2.707, 2.654], [-0.160, 4.478, 0.947], [-0.822, -2.752, -1.435], [0.850, -1.309, 0.983], [4.478, -2.225, -0.871], [1.941, -1.808, -1.419], [2.342, -0.005, -3.658], [0.572, -4.131, 1.882], [2.976, -0.561, 2.978], [-1.504, -0.200, -0.287], [-4.945, -0.733, -2.828]],
  "nbo_charge": [-0.93, 0.52, -0.95, -0.96, 0.48, 0.49, 0.50, -0.96, -0.98, -1.01, -0.94, 0.47, 0.48, 0.55, 0.53, 0.51, 0.49, 0.49, 0.53, 0.51, 0.49, -0.99, -0.97, -0.97, -0.97, -1.00, 0.49, 0.51, 0.47, 0.48, 0.49, -1.01, 0.46, 0.48, 0.48, 0.47, -1.02, 0.48, 0.49, 0.46, 0.49, 0.48, 0.47, 0.49, 0.47, 0.49, 0.50, 0.50, -0.84, 0.48, -0.94, -0.95, 0.48, 0.54, 0.48, 0.51, 0.48, -0.88, -0.97, 0.50, -0.92]
}

***

Model B:
{
  "formula": "H41O20",
  "method": "ωB97M-V/def2-TZVPD",
  "homo_energy_ev": -12.57,
  "homo_lumo_gap_ev": 9.9,
  "total_charge": 1,
  "elements": ["H", "O", "O", "H", "O", "H", "H", "H", "H", "O", "O", "O", "O", "H", "H", "H", "H", "O", "H", "O", "H", "H", "H", "H", "H", "O", "H", "H", "O", "H", "H", "H", "O", "H", "H", "O", "O", "H", "H", "O", "H", "H", "O", "O", "H", "H", "O", "H", "H", "H", "H", "H", "H", "H", "H", "H", "O", "H", "H", "O", "H"],
  "xyz": [[-4.907, -2.740, -0.727], [0.806, 5.018, 1.874], [0.318, -2.569, -0.902], [2.446, 1.186, 4.487], [3.934, 1.911, -1.620], [0.338, -5.479, -1.618], [-1.026, 1.807, 4.372], [1.399, 1.415, -5.149], [0.988, -0.006, -5.612], [-0.367, -4.824, -1.579], [1.834, 1.944, 4.293], [1.840, -4.413, -2.393], [-2.346, -0.684, 4.670], [2.419, 2.629, 4.696], [-4.206, 0.799, -2.139], [2.556, -3.898, -2.026], [-3.015, 1.356, 3.326], [0.816, 0.690, -4.989], [-1.039, 1.168, 0.319], [-1.046, 0.486, -0.431], [0.717, -1.095, -2.988], [-1.110, -4.839, -2.188], [2.248, -2.885, 1.676], [4.539, 2.593, -1.918], [2.612, 2.987, 1.340], [-1.805, 0.662, -3.561], [-1.493, 0.894, -2.698], [3.087, -0.514, 2.916], [-0.568, 1.350, 5.115], [-1.239, 0.967, -4.257], [-0.100, 4.771, 1.585], [1.630, -3.896, -3.169], [-0.086, 2.299, 1.084], [0.613, 2.316, 0.388], [4.546, 1.645, -0.919], [1.831, -2.223, 1.095], [-4.944, -3.130, -1.602], [-2.532, -1.020, -3.199], [-0.145, -3.628, -1.109], [3.260, -0.286, 2.004], [0.997, -2.337, -1.694], [2.297, -0.882, -2.709], [-2.506, -1.689, -2.438], [-4.070, 1.740, -2.088], [1.282, 5.815, 1.683], [-2.739, -1.266, 5.303], [-3.474, 2.162, 3.695], [-1.828, -0.040, 5.143], [-0.987, -0.358, 0.021], [-4.667, -2.404, -2.201], [0.969, -2.677, -0.111], [-4.712, 2.379, -2.355], [2.940, 0.616, 1.949], [0.413, 1.781, 1.714], [2.464, -1.488, 1.189], [3.184, 2.645, -0.023], [1.598, -1.494, -2.947], [-2.895, -1.226, -1.690], [0.365, 1.629, 5.162], [2.845, 2.200, 0.797], [-4.280, 2.127, 3.150]],
  "nbo_charge": [0.46, -1.02, -0.91, 0.47, -0.93, 0.55, 0.48, 0.48, 0.48, -0.91, -0.94, -0.95, -0.98, 0.49, 0.48, 0.47, 0.47, -0.97, 0.50, -1.01, 0.53, 0.54, 0.49, 0.48, 0.50, -0.99, 0.50, 0.47, -1.00, 0.50, 0.52, 0.49, -0.94, 0.50, 0.47, -0.98, -0.94, 0.51, 0.53, -0.95, 0.52, 0.51, -0.99, -0.98, 0.50, 0.47, -0.94, 0.50, 0.47, 0.47, 0.53, 0.49, 0.51, 0.48, 0.52, 0.50, -0.97, 0.46, 0.50, -1.01, 0.47]
}

***

Model C:
{
  "formula": "H41O20",
  "method": "ωB97M-V/def2-TZVPD",
  "homo_energy_ev": -13.06,
  "homo_lumo_gap_ev": 10.2,
  "total_charge": 1,
  "elements": ["H", "O", "O", "H", "H", "H", "H", "H", "H", "H", "O", "O", "H", "H", "H", "H", "O", "O", "H", "H", "H", "H", "H", "H", "H", "H", "H", "O", "H", "O", "H", "O", "H", "H", "H", "O", "O", "O", "O", "O", "H", "O", "H", "H", "H", "H", "H", "H", "O", "O", "O", "H", "H", "H", "H", "H", "H", "O", "H", "O", "H"],
  "xyz": [[1.920, -2.330, -4.689], [-1.745, 1.414, 5.014], [3.039, 3.418, -1.539], [3.499, 4.167, -1.906], [-1.055, -1.109, -2.409], [-1.684, 1.236, 0.350], [-0.123, 2.049, -3.195], [-2.345, -4.946, -0.924], [-3.641, -0.494, 2.758], [-2.463, 1.854, 4.663], [1.104, 1.583, 0.277], [2.726, -1.048, -0.637], [-3.189, -2.400, -1.256], [0.443, 1.439, 2.578], [3.824, 2.741, -1.422], [2.763, -3.440, 2.143], [3.885, 2.024, -3.534], [-3.196, -1.641, -1.415], [1.311, 2.012, -0.662], [-3.068, -2.577, 1.587], [2.045, -1.276, 0.039], [-0.888, -1.894, -1.097], [1.216, -4.911, -0.844], [1.889, -1.170, -3.617], [-3.977, -3.895, 1.807], [-1.480, -0.125, -0.470], [-1.838, -4.753, -2.274], [-4.821, -0.611, 0.339], [1.160, 2.598, -4.007], [3.630, 2.014, 3.339], [0.086, 4.004, -1.454], [-1.134, 0.872, -0.273], [4.486, 1.292, -3.628], [2.331, -3.872, -0.967], [2.975, -1.977, -1.006], [-2.362, -4.390, -1.663], [-0.452, 4.793, -1.305], [0.158, 1.105, 3.317], [1.697, -4.229, -0.262], [-2.111, 2.878, 2.688], [3.079, 2.820, 3.641], [-2.614, -0.714, 2.616], [-4.530, 0.296, 0.171], [3.812, -2.787, 1.123], [3.425, 2.196, -2.646], [-4.091, -1.214, 0.138], [4.240, 1.832, 4.033], [-1.949, 3.718, 2.121], [1.356, -1.599, -4.336], [-3.669, -3.207, 1.146], [0.729, 2.167, -3.129], [-2.296, -0.790, 3.594], [0.728, 1.396, 3.946], [-1.405, 1.037, 4.250], [-1.187, 2.839, 3.021], [-4.189, -1.570, -1.736], [-0.289, 5.257, -1.986], [-0.651, -1.113, -1.522], [1.938, 0.836, 0.069], [2.899, -2.828, 1.347], [0.048, 1.023, -0.304]],
  "nbo_charge": [0.47, -0.94, -0.94, 0.50, 0.52, 0.52, 0.46, 0.48, 0.51, 0.47, -0.91, -0.98, 0.44, 0.46, 0.47, 0.50, -0.99, -0.92, 0.54, 0.50, 0.50, 0.49, 0.46, 0.48, 0.49, 0.57, 0.46, -0.97, 0.52, -0.95, 0.46, -0.90, 0.48, 0.45, 0.49, -0.94, -0.91, -0.92, -0.92, -0.96, 0.47, -1.00, 0.46, 0.48, 0.47, 0.49, 0.48, 0.48, -0.95, -0.99, -0.98, 0.49, 0.48, 0.47, 0.48, 0.50, 0.45, -0.95, 0.55, -0.97, 0.54]
}

***

It is model A that is the most stable of them.